An isolated molecule of C4H7N at a distorted geometry. Source: the Open Molecules 2025 dataset; level of theory: ωB97M-V/def2-TZVPD.

Positions of all 12 atoms, in Å:
H  2.19058  2.12978  -0.39689
N  1.78720  1.19506  -0.46083
C  0.72818  1.01157  0.20226
C  -0.09408  -0.36872  0.08959
C  0.66767  -1.42497  0.10717
C  -1.55307  -0.19382  -0.10976
H  0.28214  1.88505  0.71501
H  1.73947  -1.45953  0.14498
H  -0.00577  -2.36784  0.19649
H  -2.03137  -1.14875  -0.31383
H  -2.00985  0.25022  0.77490
H  -1.70112  0.49194  -0.94910

Atomic forces in eV per Å
H -0.2839 -0.0864 0.3382
N 0.3054 -0.7058 -0.1940
C -1.2893 -0.3792 -0.9828
C 2.3245 4.2550 0.2408
C -2.4560 -3.2857 0.5167
C 0.0531 -0.1650 0.2639
H -0.2476 -0.6323 0.2434
H 0.1139 0.0864 0.1426
H 1.8745 1.0034 -0.5534
H -0.1149 -0.0093 -0.0602
H -0.1173 0.0600 -0.0020
H -0.1624 -0.1412 0.0467

As for the structure (SMILES): [H]/N=C/C(=C)C. Its spin multiplicity is 1. The value obtained for the energy above the lowest of the compared OMol25 structures with the same formula, charge and spin is 35.1 kcal/mol. The HOMO energy comes out at -9.46 eV. The value obtained for the largest force on an atom is 4.855 eV/A. The total energy is -211.30472 hartree. The value obtained for the HOMO-LUMO gap is 10.52 eV.

Just the Mulliken charges please, in e? Sure, here they are: number 1, H, carries 0.2466; number 2, N, carries -0.5646; number 3, C, carries -0.2493; number 4, C, carries 0.5701; number 5, C, carries -0.7421; number 6, C, carries -1.1051; number 7, H, carries 0.3490; number 8, H, carries 0.3713; number 9, H, carries 0.1858; number 10, H, carries 0.3617; number 11, H, carries 0.2873; number 12, H, carries 0.2892